Computed, not measured: a structure of composition C40H36AsCrN3O3S2, with the ωB97M-V functional and the def2-TZVPD basis.

Last column: Löwdin charge in e.
Geometry (Å):
Cr (-0.19912, -0.60215, -0.03998)  0.462
O (0.38294, 0.71759, -1.24496)  -0.333
C (0.45155, 2.09639, -1.23425)  -0.457
C (-0.37103, 2.64443, -0.04563)  -0.049
C (0.08207, 2.15307, 1.29134)  -0.219
C (0.63193, 3.03794, 2.20751)  -0.006
C (0.95531, 2.58377, 3.47249)  -0.037
C (0.68225, 1.26879, 3.79265)  -0.005
C (0.14883, 0.42101, 2.82806)  -0.228
C (-0.11617, -1.00994, 3.16126)  -0.066
C (0.89815, -1.92163, 2.43999)  -0.472
O (0.76567, -1.76689, 1.07606)  -0.309
C (0.67124, -3.39898, 2.77730)  -0.138
C (1.31877, -4.33663, 1.97308)  -0.008
C (1.15214, -5.69073, 2.19175)  -0.074
C (0.32971, -6.13804, 3.22081)  -0.101
C (-0.32345, -5.21632, 4.01804)  -0.090
C (-0.15323, -3.85255, 3.79573)  -0.038
C (2.30344, -1.49294, 2.89248)  -0.137
C (3.09261, -0.70887, 2.06164)  -0.008
C (4.31438, -0.21831, 2.50201)  -0.073
C (4.76754, -0.51303, 3.77858)  -0.105
C (3.99115, -1.30945, 4.61166)  -0.091
C (2.76987, -1.79407, 4.16975)  -0.030
N (-0.10585, 0.85381, 1.58289)  0.113
C (-0.18636, 2.63268, -2.53015)  -0.129
C (-0.60086, 3.96044, -2.66802)  -0.052
C (-1.20830, 4.40031, -3.83327)  -0.097
C (-1.42490, 3.51338, -4.88147)  -0.109
C (-1.03421, 2.19155, -4.74588)  -0.094
C (-0.41520, 1.75405, -3.58128)  -0.018
C (1.92060, 2.53232, -1.10598)  -0.115
C (2.28232, 3.87060, -0.95746)  -0.037
C (3.60932, 4.23958, -0.80078)  -0.090
C (4.60520, 3.27206, -0.79604)  -0.103
C (4.25647, 1.94092, -0.95701)  -0.083
C (2.92586, 1.57429, -1.11018)  -0.011
H (-1.40365, 2.31611, -0.20390)  0.134
H (-0.37246, 3.73295, -0.03325)  0.104
H (0.79616, 4.06587, 1.91654)  0.113
H (1.40107, 3.24910, 4.20124)  0.109
H (0.90100, 0.86971, 4.77333)  0.117
H (-1.11674, -1.28831, 2.81834)  0.100
H (-0.05602, -1.13534, 4.24239)  0.116
H (1.92605, -3.98108, 1.15048)  0.126
H (1.64927, -6.40390, 1.54619)  0.101
H (0.18680, -7.19885, 3.38366)  0.095
H (-0.98484, -5.55140, 4.80755)  0.096
H (-0.69591, -3.15447, 4.42049)  0.103
H (2.73484, -0.48480, 1.06526)  0.103
H (4.90883, 0.40274, 1.84219)  0.093
H (5.72116, -0.13172, 4.12254)  0.093
H (4.34160, -1.55813, 5.60617)  0.095
H (2.17374, -2.42535, 4.81993)  0.116
H (-0.46624, 4.67405, -1.86518)  0.093
H (-1.52299, 5.43382, -3.91656)  0.095
H (-1.91170, 3.85118, -5.78879)  0.095
H (-1.24243, 1.47339, -5.52699)  0.101
H (-0.17300, 0.70915, -3.45468)  0.112
H (1.52596, 4.64495, -0.97125)  0.099
H (3.86602, 5.28563, -0.68464)  0.096
H (5.64269, 3.55701, -0.67315)  0.094
H (5.02410, 1.17634, -0.96629)  0.102
H (2.65046, 0.53711, -1.24370)  0.116
S (-2.43437, -1.19417, 0.33059)  0.646
C (-2.40867, -2.81569, -0.34176)  -0.716
C (-3.47945, -3.67952, 0.04437)  -0.301
N (-4.37515, -4.33224, 0.36134)  0.139
C (-1.46515, -3.21333, -1.23645)  -0.726
S (-0.19616, -2.19832, -1.80576)  0.707
C (-1.54096, -4.53599, -1.79762)  -0.274
N (-1.58354, -5.59476, -2.24631)  0.148
C (-4.94750, -1.27744, -2.68333)  -0.201
As (-3.85074, -0.03011, -3.65541)  0.934
C (-3.52063, 1.41432, -2.42974)  -0.196
C (-5.00045, 0.73385, -5.01062)  -0.224
O (-2.50884, -0.69093, -4.32613)  -0.519
H (-5.97836, -0.93085, -2.62065)  0.033
H (-4.52625, -1.38085, -1.68428)  -0.004
H (-4.90364, -2.23919, -3.19139)  0.044
H (-4.45876, 1.82957, -2.06121)  0.041
H (-2.92704, 2.18055, -2.92970)  0.013
H (-2.95640, 0.97896, -1.60460)  -0.005
H (-5.86360, 1.22068, -4.55634)  0.027
H (-5.33056, -0.05906, -5.67990)  0.031
H (-4.41821, 1.46031, -5.57574)  0.024

Its net charge is -1. The value obtained for the HOMO energy (alpha / beta) is -0.1615 / -0.1689 Eh. As for the relative energy (zero: lowest compared OMol25 entry of this formula, charge and spin): 23.6 kcal/mol. As for the spin multiplicity: 4. The total energy comes out at -6012.63369 Ha. The value obtained for the LUMO energy (alpha / beta) is 2.249 / 2.249 eV.

---

Computed, not measured: a structure of composition C40H36CoN6O3S3, with the ωB97M-V functional and the def2-TZVPD basis.

Last column: Löwdin charge in e.
Geometry (Å):
Co (1.01736, -0.66710, 3.02773)  0.488
N (2.67947, -1.29397, 3.78068)  -0.003
C (3.66230, -0.20936, 3.56623)  -0.102
C (2.91575, 1.05602, 3.96103)  -0.504
O (3.41152, 1.96079, 4.59941)  0.082
N (1.62514, 1.01121, 3.51530)  -0.031
C (0.60547, 1.62816, 4.36203)  -0.087
C (-0.14448, 0.51664, 5.08177)  -0.596
O (-1.00830, 0.71543, 5.90272)  0.077
O (0.24128, -0.68383, 4.69496)  -0.109
H (2.51969, -1.45137, 4.77342)  0.130
H (2.98465, -2.16318, 3.35512)  0.119
H (3.88629, -0.17678, 2.50007)  0.108
H (4.57911, -0.33212, 4.13730)  0.130
H (-0.11362, 2.19029, 3.76357)  0.110
H (1.05350, 2.30264, 5.09128)  0.134
N (1.78266, -1.01410, 1.27729)  -0.269
S (1.76086, -1.02651, -0.17456)  0.808
N (0.87270, 0.05298, -1.05841)  -0.346
S (-0.64777, -0.03480, -1.32677)  0.880
N (-1.68332, -0.34375, -0.22653)  -0.347
S (-1.55810, 0.25930, 1.32137)  0.826
N (-0.70757, -0.46644, 2.24960)  -0.251
C (-1.21065, 1.99579, 1.09212)  -0.307
C (0.11682, 2.38470, 1.19824)  -0.099
C (0.44133, 3.72069, 1.01639)  -0.048
C (-0.55097, 4.64336, 0.71936)  -0.055
C (-1.87521, 4.23763, 0.60779)  -0.053
C (-2.21526, 2.90821, 0.79895)  -0.050
C (-3.26656, 0.19546, 1.78244)  -0.319
C (-4.30824, 0.07811, 0.87445)  -0.079
C (-5.60930, 0.06251, 1.35267)  -0.062
C (-5.85149, 0.16620, 2.71644)  -0.054
C (-4.79749, 0.27827, 3.61309)  -0.039
C (-3.49094, 0.28844, 3.15148)  -0.033
C (-1.01504, 1.48363, -2.17723)  -0.314
C (-2.33457, 1.64415, -2.58618)  -0.058
C (-2.68311, 2.78512, -3.28426)  -0.047
C (-1.71930, 3.74854, -3.56292)  -0.048
C (-0.40957, 3.57306, -3.14604)  -0.047
C (-0.04400, 2.42844, -2.44981)  -0.053
C (-1.01391, -1.26417, -2.55228)  -0.321
C (-1.85777, -2.32188, -2.26436)  -0.053
C (-2.10486, -3.25640, -3.26147)  -0.054
C (-1.52092, -3.11647, -4.51090)  -0.057
C (-0.67289, -2.04659, -4.77894)  -0.055
C (-0.41008, -1.11178, -3.79459)  -0.068
C (1.27861, -2.59689, -0.87586)  -0.328
C (0.55445, -3.43744, -0.04631)  -0.059
C (0.09949, -4.64864, -0.54905)  -0.054
C (0.38066, -5.00355, -1.86026)  -0.061
C (1.10404, -4.14707, -2.68298)  -0.062
C (1.55236, -2.93146, -2.19552)  -0.079
C (3.35634, -0.67232, -0.88017)  -0.313
C (4.29537, -1.69305, -0.91248)  -0.067
C (5.59560, -1.40133, -1.29489)  -0.055
C (5.95038, -0.09844, -1.61500)  -0.057
C (5.00782, 0.91933, -1.55144)  -0.056
C (3.70247, 0.63737, -1.18136)  -0.062
H (0.88401, 1.66707, 1.45897)  0.079
H (1.46972, 4.03895, 1.12961)  0.119
H (-0.29601, 5.68707, 0.58823)  0.113
H (-2.64885, 4.96157, 0.38854)  0.114
H (-3.24862, 2.59407, 0.73273)  0.115
H (-4.10579, -0.01012, -0.18395)  0.094
H (-6.43440, -0.03608, 0.66007)  0.111
H (-6.86953, 0.15152, 3.08259)  0.113
H (-4.98579, 0.34887, 4.67550)  0.120
H (-2.66081, 0.34463, 3.84660)  0.105
H (-3.07436, 0.88489, -2.36320)  0.116
H (-3.70438, 2.92438, -3.61177)  0.117
H (-1.99458, 4.64053, -4.10992)  0.116
H (0.33610, 4.32626, -3.36248)  0.117
H (0.97247, 2.27265, -2.12106)  0.098
H (-2.30401, -2.41122, -1.28350)  0.115
H (-2.76050, -4.09196, -3.05667)  0.120
H (-1.72787, -3.84325, -5.28523)  0.117
H (-0.22094, -1.94069, -5.75573)  0.117
H (0.24909, -0.27424, -3.98987)  0.127
H (0.34677, -3.13528, 0.97284)  0.103
H (-0.46809, -5.31439, 0.08706)  0.116
H (0.03624, -5.95404, -2.24621)  0.116
H (1.31910, -4.42771, -3.70546)  0.119
H (2.10972, -2.25442, -2.83161)  0.126
H (4.01886, -2.70617, -0.64782)  0.120
H (6.33229, -2.19205, -1.33711)  0.115
H (6.96690, 0.12644, -1.90864)  0.114
H (5.29003, 1.93626, -1.78844)  0.114
H (2.96501, 1.42477, -1.11783)  0.095

Its net charge is +1. The value obtained for the HOMO energy (alpha / beta) is -0.3885 / -0.3885 Eh. As for the spin multiplicity: 1. The total energy comes out at -4677.03959 Ha. The value obtained for the LUMO energy (alpha / beta) is -2.661 / -2.661 eV.